Record 1
The following is a quantum chemistry calculation of a 2-piece molecular cluster, C6H12N2 overall, from the OMol25 dataset.

Energy relative to the best compared isomer or geometry (same formula, charge and spin) ... 51.9 kcal/mol
Total charge ... 0
LUMO ... 0.839 eV
HOMO level ... -7.76 eV
SMILES ... C/C=C/N.C=CN=C
Frontier orbital gap ... 8.60 eV

```
20
Properties=species:S:1:pos:R:3:forces:R:3:lowdin_charge:R:1
C 1.506 0.284 0.695 0.0026 0.4910 -0.4676 -0.13
C 1.115 1.601 0.060 0.1651 -0.6269 0.2391 -0.19
C 0.172 2.408 0.524 -0.1384 0.2508 -0.5567 -0.24
N -0.122 3.689 0.022 -0.1171 -0.1690 0.3940 0.02
H 0.724 -0.167 1.299 -0.0627 0.0989 0.1087 0.04
H 1.754 -0.422 -0.102 0.0685 -0.1003 0.1982 0.06
H 2.394 0.455 1.307 0.0626 -0.2800 0.0375 0.07
H 1.721 1.864 -0.804 -0.1006 0.3363 0.0547 0.09
H -0.473 2.102 1.341 0.2137 0.0217 0.1556 0.11
H -1.021 4.024 0.326 -0.0024 0.1083 -0.2652 0.07
H 0.051 3.840 -0.961 -0.0244 -0.0509 0.0890 0.08
C -1.329 -1.400 -1.458 -0.0991 -0.2458 0.1417 0.01
C -1.542 -1.610 -0.164 0.1640 0.2130 0.0807 -0.25
N -0.622 -2.208 0.720 -0.0536 0.0043 -0.0495 -0.03
C 0.006 -3.243 0.368 -0.2452 -0.0454 0.0757 -0.05
H -0.469 -1.840 -1.951 0.0630 0.2935 -0.0570 0.05
H -2.027 -0.799 -2.023 0.0336 -0.1300 -0.1269 0.05
H -2.398 -1.172 0.334 -0.0584 -0.0123 0.0431 0.09
H 0.767 -3.640 1.031 0.0684 -0.0651 -0.0150 0.07
H -0.209 -3.766 -0.565 0.0605 -0.0922 -0.0802 0.08
```
Positions in Å, forces in eV/Å.

Record 2
The following is a quantum chemistry calculation of a 9-piece molecular cluster, C7H32NO8 overall, from the OMol25 dataset.

Spin multiplicity ... 2
Total charge ... 0
LUMO (alpha / beta) ... -0.080 / -0.129 eV
HOMO level (alpha / beta) ... -2.24 / -8.65 eV
Frontier orbital gap (alpha / beta) ... 2.16 / 8.52 eV

```
48
Properties=species:S:1:pos:R:3:forces:R:3:lowdin_charge:R:1
C 0.119 1.067 -1.514 -0.3727 -0.7232 -0.2029 -0.19
C 0.003 -0.020 -0.461 -0.1287 0.0917 0.4134 -0.19
C 0.789 0.205 0.835 0.0196 -0.4212 0.0302 -0.18
C -0.525 -0.854 2.635 0.3156 -0.1268 -0.1808 -0.14
C 0.518 -0.933 1.798 -0.4902 0.2818 0.3654 -0.32
C 1.490 -2.065 1.757 0.4401 -0.2348 -0.3254 -0.06
C -0.898 -1.876 3.670 -0.0589 -0.0051 0.0435 -0.11
N 1.515 1.112 -2.030 0.3959 0.0173 -0.1622 0.15
H -0.567 0.852 -2.339 0.2227 -0.0588 -0.0333 0.11
H -0.154 2.048 -1.148 0.2273 0.0454 0.0981 0.09
H 0.259 -1.007 -0.855 0.1463 0.1431 -0.2494 0.10
H -1.048 -0.127 -0.197 -0.1615 0.1557 0.0307 0.07
H 0.537 1.144 1.318 -0.2007 0.1641 -0.1483 0.10
H 1.859 0.247 0.625 0.0611 -0.0553 0.0326 0.10
H -1.139 0.041 2.602 0.0366 0.0144 -0.0461 0.10
H 1.748 -2.345 0.724 -0.2076 0.0536 0.1348 0.08
H 1.182 -2.971 2.281 -0.0950 0.1525 -0.0093 0.07
H 2.433 -1.728 2.195 0.0656 -0.0429 0.1068 0.08
H -0.647 -2.888 3.339 -0.0356 0.1293 0.2228 0.06
H -0.384 -1.657 4.612 0.0992 -0.1678 -0.0399 0.07
H -1.962 -1.850 3.912 0.0225 -0.0038 -0.2162 0.06
H 1.578 1.715 -2.848 0.0209 0.0813 0.0706 0.16
H 1.823 0.166 -2.335 -0.2964 0.0557 0.1153 0.11
H 2.108 1.535 -1.269 -0.2291 0.0687 -0.2311 0.10
H -1.572 -2.527 -2.298 0.2541 0.1678 -0.3115 0.01
H -1.768 -1.288 -3.145 0.0501 -0.2499 -0.0451 0.00
O -1.199 -2.085 -3.094 0.1526 0.0743 0.1873 -0.12
H -2.276 -2.135 0.099 -0.0632 0.0216 0.3204 0.01
H -3.248 -3.154 -0.561 -0.2217 -0.1367 0.1827 0.03
O -2.689 -2.384 -0.745 0.2240 -0.0245 -0.3409 -0.21
H 2.873 2.384 0.700 -0.4449 0.2315 -0.1133 0.01
H 1.542 3.138 0.249 0.3434 -0.3638 -0.0420 0.02
O 2.367 2.707 -0.074 0.1929 0.3150 -0.0535 -0.09
H -3.968 -0.485 -3.035 0.1599 0.1176 0.2478 0.05
H -3.241 -1.036 -1.772 -0.1397 0.2921 -0.1573 -0.01
O -3.204 -0.320 -2.456 -0.1326 -0.0349 0.0066 -0.15
H 4.560 1.833 2.094 -0.0866 -0.0244 0.1066 0.07
H 3.319 2.031 2.979 -0.0901 0.0686 0.2537 0.07
O 3.603 1.709 2.123 0.3989 -0.1548 -0.1505 -0.03
H 0.504 -1.692 -3.054 0.2738 -0.1428 -0.0152 0.02
H 1.915 -2.014 -3.684 -0.2491 0.1648 0.2549 0.06
O 1.481 -1.489 -2.997 -0.1195 -0.0849 -0.2534 -0.10
H -0.325 4.218 1.361 -0.0900 -0.0552 -0.0683 0.06
H -0.967 3.116 0.456 0.0685 -0.0415 0.0850 0.01
O -0.129 3.570 0.677 -0.0906 0.1653 0.0791 -0.08
H -2.647 1.274 -0.610 0.0826 0.3963 0.2148 0.02
H -3.176 2.686 -0.319 0.0429 -0.1232 0.0146 0.06
O -2.392 2.132 -0.199 -0.3128 -0.1931 -0.2221 -0.12
```
Positions in Å, forces in eV/Å.

Record 3
The following is a quantum chemistry calculation of one molecule with the formula C19H19NO4, from the OMol25 dataset.

Energy relative to the best compared isomer or geometry (same formula, charge and spin) ... 54.1 kcal/mol
Total charge ... 0
LUMO ... 0.603 eV
HOMO level ... -8.56 eV
SMILES ... C=CCOc1ccc([C@H]2NC(=O)c3ccccc3O2)cc1OCC
Frontier orbital gap ... 9.16 eV

```
43
Properties=species:S:1:pos:R:3:forces:R:3:lowdin_charge:R:1
C -4.320 -1.568 1.036 -0.0749 -0.0711 0.1045 0.02
C -4.342 -1.244 -0.243 0.1625 -0.0317 -0.2770 -0.16
C -3.558 -1.967 -1.298 -0.2689 -0.2035 0.1326 -0.19
O -2.554 -1.136 -1.870 0.3764 0.1988 0.0075 -0.05
C -1.532 -0.813 -1.006 -0.0249 0.0508 0.0785 -0.21
C -0.493 -1.697 -0.783 -0.2414 0.1371 -0.1456 0.02
C 0.560 -1.365 0.053 0.0565 0.0932 0.1969 -0.01
C 0.566 -0.133 0.682 0.1539 -0.0243 0.0086 -0.14
C 1.718 0.330 1.566 -0.5083 -0.1913 0.0321 -0.26
N 2.582 -0.739 1.992 -0.0395 0.1699 0.2396 0.14
C 3.548 -1.270 1.187 -0.0504 0.1080 0.2187 -0.46
O 4.134 -2.292 1.475 0.1239 -0.2418 -0.1044 0.08
C 3.841 -0.433 0.003 -0.0613 0.2067 -0.0437 -0.07
C 4.712 -0.876 -0.985 -0.0730 0.0625 0.0512 0.00
C 5.053 -0.047 -2.035 0.0806 -0.1308 -0.0305 -0.08
C 4.537 1.240 -2.091 -0.0815 0.0284 0.0844 -0.07
C 3.666 1.694 -1.118 -0.1138 0.0364 0.1480 0.01
C 3.303 0.855 -0.073 0.1761 -0.1827 -0.1923 -0.20
O 2.455 1.330 0.886 0.3392 0.2202 -0.0786 0.04
C -0.474 0.764 0.469 -0.1330 0.0418 -0.0684 0.04
C -1.534 0.445 -0.368 0.0066 -0.2081 -0.1057 -0.19
O -2.588 1.245 -0.653 0.0453 -0.2501 -0.1901 -0.04
C -2.736 2.483 0.011 -0.1030 0.3022 0.3281 -0.23
C -3.255 2.322 1.437 0.1597 -0.0952 -0.3703 -0.06
H -4.878 -1.020 1.776 -0.1324 0.1468 0.1047 0.05
H -3.753 -2.411 1.397 0.1598 -0.1750 0.0058 0.06
H -4.896 -0.386 -0.596 -0.1169 0.1253 0.0325 0.11
H -4.204 -2.237 -2.138 0.0933 -0.0522 0.1122 0.13
H -3.105 -2.877 -0.879 -0.0640 0.0842 -0.0750 0.12
H -0.509 -2.654 -1.284 -0.0443 -0.0867 -0.0949 0.13
H 1.360 -2.072 0.208 0.0308 -0.0713 0.0319 0.11
H 1.318 0.835 2.456 0.1108 -0.1692 -0.2212 0.17
H 2.326 -1.264 2.814 0.0850 -0.0309 -0.0606 0.16
H 5.116 -1.873 -0.896 0.0408 -0.0830 0.0243 0.12
H 5.727 -0.394 -2.804 0.0560 -0.0331 -0.0593 0.10
H 4.810 1.894 -2.905 0.0146 0.0624 -0.0619 0.11
H 3.257 2.692 -1.152 -0.0656 0.1105 -0.0106 0.12
H -0.427 1.720 0.966 -0.0802 0.1480 0.0412 0.12
H -1.797 3.048 -0.003 -0.0771 -0.0383 -0.0682 0.12
H -3.471 3.025 -0.591 0.1675 -0.0135 0.0658 0.13
H -3.396 3.300 1.889 -0.0174 0.1047 0.0813 0.08
H -2.558 1.748 2.042 0.0280 -0.0216 0.1004 0.07
H -4.207 1.798 1.424 -0.0953 -0.0327 0.0271 0.07
```
Positions in Å, forces in eV/Å.

Record 4
The following is a quantum chemistry calculation of a 2-piece molecular cluster, C3H7ClN3 overall, from the OMol25 dataset.

Energy relative to the best compared isomer or geometry (same formula, charge and spin) ... 116.1 kcal/mol
Total charge ... +1
LUMO (alpha / beta) ... -4.231 / -4.232 eV
HOMO level (alpha / beta) ... -12.92 / -12.92 eV
Frontier orbital gap (alpha / beta) ... 8.69 / 8.69 eV

```
14
Properties=species:S:1:pos:R:3:forces:R:3:lowdin_charge:R:1
C -0.282 1.118 0.266 -0.1318 -0.5192 0.1699 0.02
C 1.454 0.110 -0.621 2.4558 0.5787 -3.2052 -0.70
C -1.818 -0.790 0.531 -0.3832 -4.8438 -3.1347 0.03
N 0.407 -0.786 -0.424 2.1286 -2.1805 -1.2269 0.05
N -0.654 -0.141 0.075 0.5677 3.0274 0.3203 -0.11
N 0.974 1.325 -0.111 -0.1520 -0.7802 -0.0348 0.06
Cl 3.080 -0.240 0.179 -1.2313 -0.2022 -0.8646 0.60
H -0.912 1.853 0.676 -0.7130 0.6964 0.3886 0.16
H 1.752 0.493 -2.432 -0.3086 -1.0188 3.4642 0.21
H -2.535 -1.327 -0.216 1.3050 1.8812 0.3052 0.16
H -1.512 -1.718 0.998 0.3046 0.1677 1.1267 0.11
H -2.310 -0.149 1.109 -2.2280 2.2715 2.6157 0.06
H 0.639 -1.740 -0.131 -0.4798 0.4558 -0.0279 0.18
H 1.719 1.992 0.102 -1.1341 0.4661 0.1037 0.17
```
Positions in Å, forces in eV/Å.

Record 5
The following is a quantum chemistry calculation of a 2-piece molecular cluster, C3H6N2O4 overall, from the OMol25 dataset.

Energy relative to the best compared isomer or geometry (same formula, charge and spin) ... 161.0 kcal/mol
Total charge ... 0
LUMO (alpha / beta) ... 0.099 / 0.099 eV
HOMO level (alpha / beta) ... -9.23 / -9.23 eV
Frontier orbital gap (alpha / beta) ... 9.33 / 9.33 eV

```
15
Properties=species:S:1:pos:R:3:forces:R:3:lowdin_charge:R:1
C -1.771 0.353 0.053 1.6014 -1.0411 -0.2879 -0.67
C 1.094 0.349 1.379 -1.0690 2.1528 -1.6149 0.06
C -0.795 -0.800 -0.087 -0.0052 -1.1690 -1.8683 -0.07
N 1.548 0.574 0.163 0.6400 1.6302 1.5729 -0.39
N -0.344 -1.238 -1.259 0.3105 -2.8222 -2.1985 0.13
O -1.508 1.522 0.118 -0.5296 1.7662 0.2966 0.07
O -2.704 -0.436 -0.013 -1.9539 0.0929 0.0501 0.11
O 0.981 1.663 -0.558 2.5977 -1.7452 -0.4853 0.08
O 2.546 0.029 -0.268 -0.4035 -0.0135 -1.5522 0.02
H 1.744 -0.279 1.849 1.0786 -1.7400 1.6128 0.07
H 0.528 1.147 1.845 -0.2604 -0.4833 -0.0916 0.11
H -0.902 -1.548 0.667 0.3648 -0.2782 0.4088 0.13
H -0.336 -2.317 -1.532 0.1618 3.0511 1.5576 0.19
H -0.188 -0.739 -2.176 -0.5134 0.2009 2.1007 0.16
H 0.108 1.720 -0.182 -2.0198 0.3983 0.4992 0.01
```
Positions in Å, forces in eV/Å.

Record 6
The following is a quantum chemistry calculation of a 3-piece molecular cluster, C4H13NO2 overall, from the OMol25 dataset.

Energy relative to the best compared isomer or geometry (same formula, charge and spin) ... 25.3 kcal/mol
Total charge ... 0
LUMO ... 0.870 eV
HOMO level ... -8.85 eV
SMILES ... C1CCNC1.O.O
Frontier orbital gap ... 9.72 eV

```
20
Properties=species:S:1:pos:R:3:forces:R:3:lowdin_charge:R:1
C 1.708 -0.121 0.866 0.1639 0.7430 0.7497 -0.21
C 1.393 0.946 -0.191 0.3227 -1.1952 0.4243 -0.20
C -0.001 0.521 -0.649 0.3531 0.0185 0.4873 -0.22
N -0.640 -0.058 0.595 0.0608 2.0278 0.3236 -0.06
C 0.415 -0.149 1.681 0.0360 -1.6224 -1.9828 -0.21
H 2.621 0.156 1.408 -0.2930 -0.1583 0.2364 0.11
H 1.869 -1.123 0.462 0.0320 0.1941 -0.4162 0.11
H 2.238 0.941 -0.874 -0.3712 0.3654 -0.6671 0.10
H 1.291 1.919 0.298 0.2898 -0.0248 -0.0357 0.11
H -0.490 1.437 -1.018 -0.4021 -0.7550 -0.0819 0.11
H -0.001 -0.305 -1.362 0.1499 0.4713 -0.3844 0.10
H -1.275 0.667 0.919 -0.3082 -0.3368 -0.0608 0.08
H 0.237 -1.156 2.014 0.2320 -0.2179 1.1163 0.09
H 0.385 0.578 2.469 -0.2875 0.4907 0.2888 0.10
O -4.494 0.025 3.009 -0.2640 -0.0759 -0.2928 -0.07
H -4.527 -0.122 2.052 0.0603 0.0263 0.3402 0.04
H -5.395 -0.152 3.311 0.2267 0.0469 -0.0542 0.03
O 2.218 -0.963 -4.752 0.1996 -0.1094 -0.0726 -0.06
H 2.508 -0.752 -5.646 -0.0992 0.0837 -0.0122 0.03
H 2.860 -1.619 -4.461 -0.1017 0.0280 0.0941 0.03
```
Positions in Å, forces in eV/Å.